(1)
The following is a DFT calculation (ωB97M-V/def2-TZVPD) of a molecular structure, C40H38AlN3O2PS2.

Positions of all 87 atoms, in Å:
Al -0.90494 0.16501 0.05210
C 2.58622 -1.01959 -2.24936
C 2.33067 -0.14909 -1.05325
N 2.07595 -0.68540 0.07153
N 2.22658 0.03265 1.20793
C 1.40820 0.37275 2.10075
S -0.38370 0.44207 2.19041
S 2.13351 0.92907 3.64235
C 2.01022 2.71472 3.38359
C 3.03101 3.34214 2.45798
C 2.73246 4.58143 1.89568
C 3.67358 5.26237 1.13684
C 4.92551 4.70303 0.91889
C 5.22187 3.45938 1.45925
C 4.28135 2.78318 2.22542
C 2.30193 1.31642 -1.28481
C 3.42139 2.04642 -1.67463
C 3.32105 3.39509 -1.97403
C 2.08174 4.01633 -1.89947
C 0.95286 3.29752 -1.53316
C 1.05539 1.94404 -1.23086
O -0.05489 1.23285 -0.92988
H 3.00915 -1.98274 -1.96774
H 3.27378 -0.49925 -2.91525
H 1.66831 -1.19319 -2.81692
H 2.12033 3.11983 4.39254
H 0.99524 2.94381 3.05661
H 1.75614 5.02399 2.06651
H 3.42989 6.23154 0.71923
H 5.66283 5.23126 0.32839
H 6.19549 3.01555 1.29252
H 4.51885 1.81351 2.64415
H 4.38478 1.54985 -1.71801
H 4.19876 3.95428 -2.27171
H 1.98816 5.07009 -2.13281
H -0.01347 3.77418 -1.48378
C -4.42516 3.60600 -0.58899
C -3.20734 2.69144 -0.41487
C -2.09341 3.51364 0.24130
C -3.52509 1.45248 0.44950
C -4.98444 0.99898 0.45955
O -4.91758 -0.43401 0.30647
C -3.68178 -0.79369 0.02963
N -2.81749 0.18247 0.01569
C -3.54010 -2.25305 -0.19562
C -4.75370 -2.95317 -0.31924
C -4.77877 -4.32457 -0.44211
C -3.58618 -5.03562 -0.41859
C -2.38922 -4.35713 -0.30904
C -2.33369 -2.96607 -0.21243
P -0.62044 -2.24753 -0.20029
C -0.03157 -3.02084 -1.73485
C 0.92340 -4.02694 -1.79297
C 1.27597 -4.57196 -3.02193
C 0.68435 -4.11225 -4.18798
C -0.28100 -3.11281 -4.13111
C -0.63723 -2.57025 -2.90940
C 0.07897 -3.03752 1.28605
C -0.77134 -3.23039 2.37801
C -0.28921 -3.77447 3.55547
C 1.04964 -4.13016 3.65973
C 1.90537 -3.91578 2.59118
C 1.42840 -3.36078 1.41170
H -4.09759 4.56704 -0.98503
H -4.90929 3.80190 0.37261
H -5.16930 3.21302 -1.28130
H -2.88404 2.34070 -1.39901
H -2.48532 4.00603 1.13612
H -1.74353 4.28852 -0.44014
H -1.23241 2.91930 0.54491
H -3.20229 1.67231 1.47032
H -5.57129 1.38981 -0.36490
H -5.49268 1.20305 1.39624
H -5.68360 -2.40705 -0.31187
H -5.72534 -4.83873 -0.54073
H -3.58873 -6.11550 -0.49177
H -1.46346 -4.91909 -0.29694
H 1.38030 -4.40819 -0.89143
H 2.01969 -5.35706 -3.06444
H 0.97026 -4.53391 -5.14280
H -0.75503 -2.76154 -5.03806
H -1.39449 -1.79310 -2.86703
H -1.81433 -2.94679 2.31757
H -0.95803 -3.91259 4.39485
H 1.42569 -4.56455 4.57753
H 2.95648 -4.15842 2.67828
H 2.12082 -3.13629 0.61519

HOMO-LUMO gap: 7.052 eV
Spin multiplicity: 1
Molecular weight: 714.85 g/mol
Net charge: +1


(2)
The following is a DFT calculation (ωB97M-V/def2-TZVPD) of a molecular structure, C40H38Cl2N3O3P2RuS2.

Positions of all 91 atoms, in Å:
Ru 0.20785 -0.19628 0.59246
N 1.25155 0.89162 -1.97404
P 2.07095 -0.35778 -1.12564
C 3.73895 0.33872 -0.93164
C 4.49555 0.56682 -2.07554
C 5.72915 1.17962 -1.96414
C 6.20755 1.55202 -0.71704
C 5.45475 1.31872 0.42256
C 4.21275 0.71602 0.31766
C 2.25885 -1.66538 -2.36414
C 1.82665 -1.51728 -3.67814
C 1.98655 -2.55958 -4.57424
C 2.53105 -3.76228 -4.15094
C 2.93185 -3.92428 -2.83134
C 2.80635 -2.87588 -1.93884
P -0.01865 1.65312 -1.10164
C 0.56605 3.36942 -0.93224
C 0.81895 4.10242 -2.08684
C 1.31665 5.38692 -1.98554
C 1.56315 5.94392 -0.73984
C 1.30695 5.21642 0.41146
C 0.80965 3.92752 0.31516
C -1.32995 1.78052 -2.34614
C -1.45195 0.85062 -3.37634
C -2.42125 1.03602 -4.34624
C -3.29925 2.10822 -4.26504
C -3.22965 2.98682 -3.19254
C -2.25015 2.82382 -2.23124
H 1.79825 1.47292 -2.60924
H 4.11685 0.25792 -3.04004
H 6.31765 1.35912 -2.85094
H 7.17185 2.02612 -0.63604
H 5.83905 1.60302 1.39016
H 3.60275 0.53532 1.19376
H 1.38315 -0.58688 -4.00184
H 1.67205 -2.43828 -5.59944
H 2.64545 -4.57568 -4.85004
H 3.33625 -4.87018 -2.49984
H 3.13305 -2.98668 -0.91264
H 0.60765 3.66982 -3.05294
H 1.50045 5.95792 -2.88104
H 1.94925 6.94872 -0.66724
H 1.48665 5.65802 1.38096
H 0.59225 3.35002 1.20456
H -0.78075 0.00402 -3.41894
H -2.50055 0.33882 -5.16674
H -4.04695 2.25142 -5.03054
H -3.94195 3.79402 -3.10334
H -2.17635 3.51892 -1.40614
Cl -3.18835 2.25282 1.40476
C -3.69695 0.54642 1.46996
Cl -4.32745 0.12202 3.04596
C -2.38655 -0.19018 1.16656
O -1.66305 -0.56068 2.10746
O -2.09565 -0.29168 -0.04214
H -4.46015 0.38612 0.70666
S -1.02685 -0.99788 6.20226
C -0.10905 -0.47608 4.78926
C 0.03285 0.84452 4.36976
C 0.74565 1.09932 3.21406
N 1.30595 0.13772 2.47166
C 1.24095 -1.12758 2.92136
C 0.56465 -1.47228 4.07386
C -2.59015 -0.11688 6.10596
C -3.70915 -0.93918 6.05156
C -4.96025 -0.33708 6.04896
N -5.08635 0.96502 6.07116
C -4.04565 1.75982 6.10836
C -2.74885 1.25882 6.14876
H -0.38285 1.66722 4.92526
H 0.91915 2.11792 2.88836
H 1.78925 -1.86908 2.34446
H 0.54505 -2.49788 4.40476
H -3.61955 -2.01188 6.03536
H -5.86795 -0.92198 6.03776
H -4.24275 2.82222 6.13206
H -1.92535 1.94102 6.26676
O 0.12715 -2.38188 -0.23734
S -0.62995 -3.58608 0.27386
C -0.06565 -4.96228 -0.82804
C -1.33685 -5.62588 -1.31584
C -2.24655 -4.47228 -1.72394
C -2.29055 -3.53408 -0.52594
H 0.59335 -5.61528 -0.26154
H 0.48295 -4.48588 -1.63944
H -1.78745 -6.20948 -0.51044
H -1.12735 -6.29288 -2.15044
H -3.23975 -4.81918 -2.00454
H -1.80945 -3.94988 -2.57704
H -2.99835 -3.86378 0.23306
H -2.47865 -2.49058 -0.77614

HOMO-LUMO gap (alpha / beta): 8.296 / 5.490 eV
Spin multiplicity: 6
Molecular weight: 906.82 g/mol
Net charge: +2


(3)
The following is a DFT calculation (ωB97M-V/def2-TZVPD) of a molecular structure, C40H38N3O3PRu.

Positions of all 86 atoms, in Å:
Ru -0.19390 -0.34164 -1.10595
C 4.10077 -0.28924 -0.91134
C 2.65901 0.02103 -1.15112
N 1.69672 -0.67205 -0.51436
N 1.88220 -1.53769 0.44522
C 0.75464 -1.98715 0.97438
O -0.38829 -1.62022 0.48365
C 0.79710 -2.91810 2.09403
C -0.39325 -3.29757 2.72124
C -0.36971 -4.19862 3.76672
C 0.83416 -4.74096 4.19216
C 2.02063 -4.36056 3.58195
C 2.00613 -3.45876 2.53636
C 2.17770 1.03199 -2.00251
C 3.00082 1.96978 -2.68334
C 2.43569 2.98042 -3.40734
C 1.02909 3.08150 -3.47926
C 0.26969 2.12984 -2.84003
N 0.79671 1.12274 -2.14362
H 4.16764 -1.06175 -0.14973
H 4.63311 0.59590 -0.56474
H 4.59005 -0.64146 -1.82087
H -1.32384 -2.86539 2.38407
H -1.28985 -4.48473 4.25170
H 0.84682 -5.45347 5.00135
H 2.95914 -4.77315 3.92192
H 2.92009 -3.15635 2.04893
H 4.07146 1.87513 -2.60088
H 3.04887 3.70937 -3.91044
H 0.56033 3.87606 -4.03458
H -0.81611 2.15778 -2.87774
C 0.43837 -4.14095 -1.09408
O 0.19701 -3.03174 -1.93382
C 0.80415 -3.19134 -3.20278
C 0.05527 -2.31813 -4.20663
O 0.28491 -0.93981 -3.99015
C 1.35706 -0.45053 -4.77484
H 0.12563 -5.06711 -1.58545
H -0.16207 -4.00303 -0.20013
H 1.50057 -4.21398 -0.83074
H 0.73876 -4.24130 -3.52098
H 1.86800 -2.91027 -3.14710
H -1.01956 -2.48936 -4.08668
H 0.33948 -2.59634 -5.22763
H 1.22059 -0.74629 -5.82019
H 2.32654 -0.82934 -4.42974
H 1.34226 0.63469 -4.71108
C -0.78240 6.29665 1.89357
C -0.56684 5.27249 2.80182
C -0.48923 3.96189 2.36870
C -0.64349 3.66352 1.01633
C -0.84856 4.69413 0.10550
C -0.91915 6.00557 0.54467
P -0.70338 1.91992 0.43581
C 0.15279 1.10804 1.82902
C -0.48168 0.37157 2.82241
C 0.27465 -0.18491 3.84160
C 1.64826 -0.00979 3.87862
C 2.28037 0.72711 2.88861
C 1.53656 1.27846 1.86341
C -2.46681 1.54079 0.68932
C -3.27460 2.22462 1.57151
C -4.61642 1.85725 1.72358
C -5.13654 0.80097 1.02048
C -4.34811 0.09822 0.08685
C -4.84691 -0.98215 -0.67171
C -4.07351 -1.58621 -1.62903
C -2.75842 -1.15398 -1.85643
C -2.21107 -0.14778 -1.08697
C -2.99319 0.49414 -0.10310
H -0.83688 7.31869 2.23644
H -0.46489 5.48767 3.85585
H -0.32474 3.17028 3.08464
H -0.95905 4.46582 -0.94595
H -1.08554 6.80078 -0.16684
H -1.55510 0.23689 2.79814
H -0.21163 -0.76177 4.61434
H 2.22880 -0.45251 4.67546
H 3.34966 0.87019 2.91583
H 2.01481 1.85278 1.07788
H -2.88007 3.04334 2.15593
H -5.23809 2.41020 2.41034
H -6.16422 0.49941 1.16224
H -5.85378 -1.32688 -0.48927
H -4.47404 -2.39700 -2.21961
H -2.17814 -1.62624 -2.64380

HOMO-LUMO gap (alpha / beta): 6.474 / 5.515 eV
Spin multiplicity: 6
Molecular weight: 740.81 g/mol
Net charge: +1


(4)
The following is a DFT calculation (ωB97M-V/def2-TZVPD) of a molecular structure, C40H38N4O6P2PbS3.

Positions of all 94 atoms, in Å:
Pb 0.52610 -0.05662 -0.05258
C 1.54444 0.64275 5.12652
C 1.49682 -0.26300 3.93234
N 0.46076 -0.47284 3.21768
N -0.68501 0.18700 3.50712
C -1.60095 0.45066 2.52155
N -2.45610 1.43671 2.75581
S -1.83179 -0.57242 1.18997
C 2.75162 -0.91906 3.48654
C 3.98518 -0.52031 3.99925
C 5.12804 -1.19226 3.59970
C 5.01526 -2.24412 2.70726
C 3.75768 -2.53142 2.20071
N 2.65726 -1.88253 2.56170
H 0.56496 0.76311 5.58737
H 1.90375 1.62042 4.79054
H 2.22151 0.25066 5.88182
H -0.63166 0.90587 4.22056
H -2.19108 2.09211 3.48055
H -2.74488 1.94261 1.91532
H 4.05848 0.31501 4.67937
H 6.09113 -0.90143 3.99785
H 5.87586 -2.82420 2.40543
H 3.61593 -3.33498 1.48632
C -0.43717 -1.42912 -3.84423
C -0.66460 -2.69972 -3.01876
P 0.30658 -2.61227 -1.44083
C 1.94649 -3.11539 -2.07375
C 2.36217 -4.44017 -2.16827
C 3.62843 -4.73294 -2.65340
C 4.47975 -3.71101 -3.05020
C 4.07133 -2.38802 -2.95618
C 2.80924 -2.09070 -2.46706
C -0.26627 -4.04628 -0.47841
C -0.98970 -5.11815 -0.99359
C -1.45081 -6.11258 -0.14347
C -1.20270 -6.03995 1.21920
C -0.48139 -4.97378 1.73807
C -0.01910 -3.97664 0.89516
P -0.61896 0.09000 -2.73610
C 0.02592 1.36383 -3.87393
C -0.34155 1.42227 -5.21815
C 0.14431 2.43172 -6.03397
C 1.02475 3.37797 -5.52864
C 1.43783 3.29156 -4.20858
C 0.94682 2.28825 -3.38666
C -2.44645 0.20867 -2.84244
C -3.13507 1.02679 -3.73230
C -4.51714 0.95037 -3.81938
C -5.23278 0.09620 -2.99533
C -4.55705 -0.68395 -2.07152
C -3.17374 -0.63826 -2.00734
H -1.14504 -1.39752 -4.67340
H 0.57606 -1.41558 -4.25590
H -0.38097 -3.59452 -3.57766
H -1.71924 -2.76972 -2.74088
H 1.69620 -5.23522 -1.85639
H 3.95168 -5.76354 -2.72624
H 5.46372 -3.94453 -3.43574
H 4.73426 -1.58883 -3.26123
H 2.48299 -1.05881 -2.37817
H -1.19925 -5.17668 -2.05426
H -2.00917 -6.94674 -0.54880
H -1.58760 -6.80678 1.87876
H -0.28902 -4.91414 2.80147
H 0.51985 -3.12195 1.29179
H -0.99960 0.67211 -5.63639
H -0.18533 2.49145 -7.06353
H 1.39658 4.16918 -6.16693
H 2.13817 4.00958 -3.79987
H 1.27442 2.22419 -2.35793
H -2.61176 1.74451 -4.34309
H -5.03679 1.56542 -4.54294
H -6.31130 0.04479 -3.06879
H -5.10116 -1.33230 -1.39665
H -2.65643 -1.24711 -1.27951
O 2.55221 3.18175 1.95152
S 1.62380 2.77998 0.91406
O 2.22990 1.86318 -0.07402
O 0.39069 2.23979 1.46836
C 1.22855 4.22975 -0.04882
C 2.24592 5.16634 -0.17094
C 2.10828 6.23790 -1.03677
C 0.94749 6.37304 -1.78498
C -0.07680 5.45001 -1.65232
C 0.05408 4.37150 -0.78557
S -1.36485 3.25496 -0.74411
O -2.17826 3.64944 -1.86936
O -2.01418 3.43045 0.53986
O -0.80992 1.88404 -0.95462
H 3.13560 5.01879 0.42613
H 2.90834 6.95883 -1.14041
H 0.84689 7.19292 -2.48404
H -0.99716 5.51748 -2.21459

HOMO-LUMO gap: 8.102 eV
Spin multiplicity: 1
Molecular weight: 1036.12 g/mol


(5)
The following is a DFT calculation (ωB97M-V/def2-TZVPD) of a molecular structure, C40H39Cl5Ge2N4Ru.

Positions of all 91 atoms, in Å:
Ru -0.60758 -0.20676 0.62651
C -0.26811 2.21430 2.61820
C 0.57521 1.49464 3.64991
C 1.40812 0.30437 3.25407
C 2.41586 -0.08375 4.13130
C 3.12423 -1.24663 3.90857
C 2.79316 -2.01909 2.80623
C 1.80487 -1.55942 1.96353
N 1.13879 -0.40652 2.14909
N -1.43611 1.45617 2.10522
C -2.27839 2.38627 1.33120
C -3.36990 1.63535 0.61488
C -4.49734 2.28107 0.12673
C -5.46381 1.52840 -0.51499
C -5.28777 0.15478 -0.62382
C -4.13528 -0.40280 -0.10689
N -3.18473 0.32363 0.48905
C -2.26644 0.88857 3.19171
C -2.07790 -0.58639 3.42981
C -2.59744 -1.15170 4.58950
C -2.44293 -2.50560 4.80937
C -1.74785 -3.25820 3.87074
C -1.26239 -2.62176 2.75088
N -1.43700 -1.31196 2.51327
H 0.33306 2.48973 1.74770
H -0.62097 3.15067 3.06732
H -0.05455 1.17042 4.48306
H 1.24424 2.23410 4.09557
H 2.62089 0.53069 4.99778
H 3.90437 -1.55201 4.59279
H 3.28704 -2.95468 2.58806
H 1.52498 -2.14150 1.09760
H -1.64512 2.90963 0.61405
H -2.70748 3.14316 1.99992
H -4.61176 3.35005 0.24901
H -6.35089 2.00163 -0.91349
H -6.03183 -0.47189 -1.09430
H -3.95639 -1.46986 -0.16405
H -3.31846 1.05338 2.95867
H -2.08742 1.43590 4.12151
H -3.11493 -0.52604 5.30490
H -2.84309 -2.96709 5.70168
H -1.58318 -4.31732 4.00467
H -0.69368 -3.16970 2.01194
Cl -1.43402 2.29278 -1.85517
C -1.77380 0.64850 -2.23342
C -1.28200 -0.35382 -1.38892
C -1.66845 -1.65598 -1.71380
Cl -1.38666 -2.89410 -0.52376
C -2.37719 -1.98821 -2.86226
Cl -2.77020 -3.61531 -3.20878
C -2.77029 -0.95989 -3.72319
Cl -3.60305 -1.32610 -5.15961
C -2.50620 0.37283 -3.37921
Cl -3.07518 1.63257 -4.38376
C 3.18208 1.76617 1.25124
Ge 2.49732 2.01076 -0.55192
C 1.55436 3.70586 -0.65201
C 3.95665 1.90451 -1.83498
Ge 1.09708 0.03684 -1.40247
C 0.94256 0.33279 -3.33608
C 0.98256 1.60683 -3.90328
C 0.84064 1.78832 -5.27071
C 0.64910 0.69414 -6.10107
C 0.61872 -0.58140 -5.55665
C 0.77109 -0.75845 -4.18934
C 2.11904 -1.62375 -1.27220
C 1.70175 -2.89148 -1.67983
C 2.56812 -3.97437 -1.63389
C 3.87626 -3.80592 -1.20293
C 4.31640 -2.54810 -0.82094
C 3.44082 -1.47152 -0.84665
H 4.02702 2.44802 1.36601
H 3.53333 0.75437 1.44451
H 2.44017 2.03249 2.00203
H 2.20418 4.46672 -0.21511
H 0.62386 3.69264 -0.08772
H 1.33665 3.99672 -1.67719
H 4.47581 2.86398 -1.77790
H 3.61866 1.74908 -2.85454
H 4.65925 1.11692 -1.56769
H 1.12096 2.48314 -3.28351
H 0.87843 2.78614 -5.68758
H 0.53478 0.83468 -7.16724
H 0.48696 -1.44215 -6.19905
H 0.76215 -1.76862 -3.80331
H 0.70099 -3.05794 -2.04430
H 2.22555 -4.95022 -1.95201
H 4.55498 -4.64785 -1.18151
H 5.34044 -2.40257 -0.50255
H 3.81423 -0.50631 -0.52425

HOMO-LUMO gap (alpha / beta): 7.970 / 6.139 eV
Spin multiplicity: 5
Molecular weight: 999.34 g/mol
Net charge: +2